[1]
Molecular formula: C65H81AlF9O2
Method: DFT, the ωB97M-V functional and the def2-TZVPD basis

The geometry in XYZ format:
```
158
Properties=species:S:1:pos:R:3:lowdin_charge:R:1
C 1.380 4.487 3.138 -0.1139
C 0.233 4.401 2.128 -0.2737
C 0.141 5.645 1.229 -0.2124
C -1.225 5.844 0.535 -0.1880
C -1.292 5.309 -0.918 -0.2001
C -2.342 4.218 -1.189 -0.2048
C -2.075 2.853 -0.518 -0.1902
C -2.865 2.636 0.786 -0.2003
C -2.647 1.253 1.437 -0.2243
C -1.713 1.257 2.660 -0.3003
C -1.720 -0.106 3.374 -0.2260
Al -0.715 -1.551 2.360 0.2941
C -0.053 -2.922 3.695 -0.1692
C -1.869 -2.542 1.008 -0.2139
C -3.338 -2.582 1.452 -0.2903
C -4.302 -3.326 0.511 -0.1819
C -4.596 -2.627 -0.837 -0.1469
O -3.921 -1.346 -0.988 -0.0771
C -4.716 -0.262 -1.032 -0.3737
O -5.147 0.217 -2.030 0.1021
C 0.836 -0.629 1.417 -0.1982
C 1.645 -1.633 0.593 -0.1601
C 2.845 -1.088 -0.178 -0.4158
F 3.387 0.006 0.428 0.0920
F 3.854 -2.028 -0.226 0.0767
C 2.638 -0.733 -1.675 -0.3614
F 3.824 -0.483 -2.255 0.1477
F 2.112 -1.821 -2.275 0.1478
C 1.692 0.443 -2.064 -0.3452
F 0.449 0.159 -1.705 0.1838
F 1.737 0.508 -3.411 0.1402
C 2.038 1.877 -1.548 -0.6164
F 1.466 2.766 -2.337 0.1717
F 1.607 2.086 -0.346 0.2077
F 3.329 2.097 -1.574 0.1979
H 1.214 5.330 3.825 0.0691
H 1.469 3.570 3.735 0.0690
H 2.338 4.669 2.631 0.0715
H -0.714 4.262 2.666 0.0972
H 0.374 3.512 1.494 0.0869
H 0.913 5.553 0.449 0.1055
H 0.407 6.538 1.814 0.1027
H -1.434 6.924 0.517 0.0973
H -2.021 5.386 1.134 0.0935
H -1.511 6.143 -1.603 0.0893
H -0.304 4.915 -1.206 0.0936
H -3.339 4.576 -0.885 0.1041
H -2.376 4.074 -2.280 0.0900
H -2.387 2.052 -1.208 0.1074
H -0.997 2.709 -0.344 0.0967
H -2.601 3.412 1.519 0.0835
H -3.930 2.761 0.533 0.1073
H -3.619 0.848 1.766 0.0955
H -2.259 0.556 0.676 0.1029
H -2.053 2.072 3.328 0.0985
H -0.697 1.521 2.326 0.0785
H -2.775 -0.398 3.516 0.0422
H -1.282 -0.017 4.381 0.0456
H -0.899 -3.460 4.157 -0.0252
H 0.524 -2.469 4.519 -0.0121
H 0.588 -3.696 3.238 -0.0253
H -1.790 -2.088 0.007 0.0484
H -1.504 -3.581 0.938 0.0392
H -3.736 -1.568 1.621 0.0800
H -3.398 -3.085 2.433 0.0945
H -5.270 -3.455 1.025 0.0983
H -3.915 -4.336 0.319 0.1044
H -5.675 -2.451 -0.946 0.1156
H -4.263 -3.237 -1.683 0.1198
H -4.919 0.178 -0.037 0.1391
H 1.480 -0.156 2.174 0.0657
H 0.394 0.155 0.792 0.0338
H 2.084 -2.378 1.278 0.1157
H 1.011 -2.202 -0.103 0.1188
C -1.936 6.210 -6.193 -0.1035
C -2.051 4.891 -5.776 -0.0983
C -1.079 4.335 -4.954 -0.0956
C 0.005 5.101 -4.545 -0.0950
C 0.119 6.420 -4.962 -0.0901
C -0.849 6.974 -5.788 -0.1013
H -2.694 6.644 -6.833 0.0967
H -2.901 4.296 -6.086 0.0997
H -1.171 3.306 -4.627 0.1051
H 0.757 4.668 -3.899 0.0868
H 0.963 7.017 -4.640 0.1009
H -0.759 8.003 -6.115 0.0966
C 4.010 3.338 -5.034 -0.0839
C 4.903 4.020 -5.849 -0.0981
C 4.637 4.162 -7.204 -0.1050
C 3.476 3.624 -7.743 -0.1011
C 2.583 2.943 -6.927 -0.0891
C 2.850 2.797 -5.573 -0.0906
H 4.217 3.225 -3.977 0.0955
H 5.807 4.441 -5.427 0.0978
H 5.335 4.693 -7.840 0.0956
H 3.266 3.738 -8.799 0.0967
H 1.674 2.530 -7.345 0.1019
H 2.155 2.266 -4.938 0.0814
C 5.034 -1.439 2.962 -0.0769
C 5.892 -2.414 2.472 -0.0963
C 6.521 -3.291 3.346 -0.1037
C 6.296 -3.189 4.713 -0.1028
C 5.442 -2.210 5.203 -0.1000
C 4.810 -1.336 4.328 -0.0834
H 4.533 -0.781 2.267 0.0857
H 6.060 -2.494 1.406 0.0908
H 7.185 -4.054 2.959 0.0922
H 6.781 -3.877 5.395 0.0954
H 5.259 -2.135 6.268 0.0970
H 4.132 -0.583 4.709 0.1028
C -4.631 6.785 -2.462 -0.0964
C -5.655 6.163 -3.163 -0.0877
C -6.978 6.400 -2.815 -0.0984
C -7.277 7.261 -1.767 -0.1038
C -6.252 7.882 -1.065 -0.1009
C -4.929 7.642 -1.412 -0.0915
H -3.599 6.593 -2.729 0.0898
H -5.419 5.488 -3.976 0.0998
H -7.776 5.909 -3.357 0.0980
H -8.308 7.444 -1.494 0.0962
H -6.485 8.550 -0.245 0.0970
H -4.129 8.119 -0.860 0.0990
C 5.757 -5.409 0.191 -0.0930
C 6.168 -6.405 1.065 -0.0928
C 6.739 -7.570 0.572 -0.0988
C 6.905 -7.737 -0.797 -0.1042
C 6.497 -6.738 -1.672 -0.1004
C 5.922 -5.575 -1.178 -0.0919
H 5.304 -4.504 0.574 0.0833
H 6.037 -6.273 2.132 0.0974
H 7.054 -8.350 1.254 0.0973
H 7.351 -8.645 -1.181 0.0957
H 6.625 -6.868 -2.739 0.0973
H 5.596 -4.798 -1.858 0.1037
C -4.774 -5.179 5.305 -0.0965
C -4.938 -6.461 5.813 -0.1072
C -3.979 -6.998 6.662 -0.1089
C -2.858 -6.252 7.002 -0.1011
C -2.696 -4.970 6.496 -0.0913
C -3.655 -4.433 5.648 -0.0910
H -5.517 -4.761 4.638 0.0980
H -5.811 -7.043 5.545 0.0949
H -4.102 -8.000 7.053 0.0944
H -2.107 -6.673 7.659 0.0968
H -1.819 -4.390 6.751 0.1025
H -3.520 -3.437 5.244 0.0998
C -0.752 -7.417 0.559 -0.0979
C -0.171 -6.300 1.146 -0.0891
C 1.098 -5.895 0.759 -0.0795
C 1.784 -6.606 -0.216 -0.0884
C 1.204 -7.723 -0.803 -0.1045
C -0.065 -8.130 -0.414 -0.1096
H -1.744 -7.730 0.861 0.0971
H -0.708 -5.740 1.901 0.0976
H 1.548 -5.023 1.217 0.0922
H 2.772 -6.291 -0.520 0.0882
H 1.742 -8.275 -1.564 0.0954
H -0.519 -9.001 -0.871 0.0935
```

Summary:
**Electronic energy**: -3817.19012 a.u.
**Charge**: -1

***

[2]
Molecular formula: C66H129N5O37
Method: DFT, the ωB97M-V functional and the def2-TZVPD basis

The geometry in XYZ format:
```
237
Properties=species:S:1:pos:R:3:lowdin_charge:R:1
C -0.146 2.551 -4.902 0.0046
C -0.062 1.297 -4.075 -0.2692
C 0.790 1.342 -2.809 -0.0556
O 0.081 0.450 -1.923 0.0299
C -1.206 0.292 -2.379 -0.5339
O -2.030 -0.360 -1.790 0.1153
O -1.381 0.958 -3.532 0.1032
H 0.834 2.756 -5.324 0.0918
H -0.541 3.422 -4.382 0.0723
H -0.873 2.318 -5.670 0.0906
H 0.272 0.561 -4.757 0.1211
H 0.821 2.312 -2.295 0.1227
H 1.769 0.939 -2.937 0.1052
C 5.362 3.263 0.370 -0.0303
C 6.564 4.100 -0.101 -0.2782
C 6.483 5.562 0.470 -0.0701
O 7.811 5.810 0.934 0.0493
C 8.488 4.651 1.156 -0.5567
O 9.489 4.478 1.674 0.2185
O 7.783 3.596 0.534 0.0350
H 5.196 3.328 1.469 0.0965
H 5.535 2.261 -0.034 0.0705
H 4.499 3.624 -0.189 0.0602
H 6.648 4.034 -1.205 0.1472
H 5.791 5.660 1.322 0.1320
H 6.299 6.292 -0.320 0.1346
C -1.619 0.764 1.171 0.0183
C -0.244 0.230 1.447 -0.3042
C 0.042 -1.069 0.681 -0.0896
O 1.378 -0.952 0.161 0.0455
C 1.757 0.384 0.318 -0.5592
O 2.735 0.870 -0.053 0.1792
O 0.772 1.064 0.980 0.0777
H -1.646 1.091 0.130 0.0737
H -1.836 1.602 1.821 0.0647
H -2.301 -0.081 1.291 0.0720
H -0.044 0.042 2.509 0.1254
H -0.621 -1.171 -0.195 0.1088
H -0.119 -1.942 1.271 0.0985
C -2.413 6.937 0.511 0.0010
C -2.429 5.427 0.855 -0.2588
C -3.701 4.756 0.363 -0.0871
O -3.317 3.790 -0.609 0.0638
C -1.955 3.802 -0.715 -0.5576
O -1.314 3.098 -1.401 0.1827
O -1.417 4.824 0.009 0.0048
H -3.073 7.520 1.169 0.0956
H -2.742 7.072 -0.501 0.0543
H -1.405 7.278 0.669 0.0810
H -2.066 5.138 1.836 0.1263
H -4.395 5.447 -0.158 0.1379
H -4.333 4.182 1.087 0.1457
C 5.226 -0.002 3.186 -0.0013
C 4.036 -0.656 2.516 -0.2668
C 3.713 -2.088 3.033 -0.0496
O 2.809 -1.764 4.094 0.0624
C 2.204 -0.597 3.805 -0.5431
O 1.186 -0.275 4.373 0.1140
O 2.814 0.074 2.823 0.0663
H 6.116 -0.600 2.953 0.0923
H 4.984 0.034 4.272 0.1067
H 5.396 1.036 2.849 0.0834
H 4.080 -0.570 1.413 0.1378
H 4.580 -2.638 3.371 0.1376
H 3.144 -2.699 2.322 0.1015
C 2.204 3.098 3.558 -0.0172
C 2.355 3.641 2.156 -0.2608
C 1.025 4.174 1.551 -0.1136
O 1.057 5.574 1.689 0.0524
C 2.383 5.966 1.709 -0.5362
O 2.858 7.028 1.464 0.1617
O 3.109 4.904 2.147 0.0399
H 1.745 3.903 4.207 0.1129
H 3.148 2.760 4.047 0.0985
H 1.526 2.239 3.569 0.0558
H 2.759 2.954 1.416 0.1149
H 0.138 3.788 2.075 0.1308
H 0.969 3.855 0.526 0.1105
C 2.969 -4.169 -4.581 -0.0164
C 1.495 -3.901 -4.575 -0.3133
C 1.102 -2.837 -3.565 -0.0761
O -0.004 -2.153 -4.194 0.0129
C 0.009 -2.398 -5.566 -0.5480
O -0.612 -1.915 -6.426 0.1814
O 1.027 -3.292 -5.825 0.0639
H 3.143 -4.607 -3.565 0.0913
H 3.583 -3.278 -4.624 0.0766
H 3.211 -4.860 -5.386 0.0878
H 0.932 -4.789 -4.390 0.1282
H 1.913 -2.147 -3.399 0.1169
H 0.672 -3.279 -2.654 0.1146
C -2.513 1.760 7.023 0.0088
C -1.465 2.713 6.445 -0.2830
C -0.348 2.072 5.666 -0.0457
O -0.867 2.071 4.286 0.0761
C -1.830 2.950 4.239 -0.5719
O -2.448 3.305 3.246 0.1019
O -2.166 3.474 5.441 0.0831
H -2.859 1.130 6.224 0.0765
H -3.321 2.389 7.334 0.0877
H -2.070 1.181 7.830 0.0794
H -1.124 3.435 7.180 0.1566
H -0.210 1.057 6.015 0.1071
H 0.578 2.586 5.628 0.1056
C 5.581 -0.840 -1.514 -0.0307
C 5.018 0.186 -2.374 -0.3396
C 5.927 0.686 -3.517 -0.0644
O 5.047 0.849 -4.622 0.0531
C 3.892 0.159 -4.424 -0.5824
O 3.017 0.031 -5.146 0.2204
O 3.889 -0.329 -3.121 0.0412
H 6.366 -0.427 -0.884 0.1040
H 5.994 -1.616 -2.155 0.0925
H 4.828 -1.270 -0.821 0.0907
H 4.585 0.994 -1.801 0.1170
H 6.667 -0.059 -3.728 0.1285
H 6.275 1.686 -3.341 0.1248
C 3.673 3.796 -3.540 -0.1167
O 2.413 4.229 -3.122 -0.1853
C 2.523 5.194 -2.029 -0.1534
C 1.184 5.954 -1.772 -0.1612
N 0.868 6.665 -3.016 -0.0462
C -0.291 7.496 -2.970 -0.2100
C -1.575 6.699 -2.849 -0.2814
O -1.775 5.922 -3.946 -0.1638
C -2.865 5.047 -3.914 -0.0864
H 4.376 3.460 -2.764 0.0698
H 4.268 4.552 -4.081 0.1030
H 3.456 2.919 -4.137 0.0777
H 3.295 5.917 -2.266 0.1196
H 2.794 4.664 -1.113 0.0961
H 1.454 6.674 -1.003 0.1169
H 0.451 5.305 -1.364 0.0761
H 0.866 6.062 -3.829 0.1112
H -0.350 8.113 -3.895 0.1280
H -0.247 8.213 -2.117 0.1297
H -2.415 7.432 -2.723 0.1333
H -1.460 6.100 -1.901 0.1032
H -2.698 4.323 -3.158 0.0533
H -2.931 4.519 -4.871 0.0988
H -3.833 5.529 -3.719 0.0981
C 0.647 -0.053 8.506 -0.0964
O -0.413 -0.810 7.892 -0.2294
C 0.030 -2.004 7.231 -0.1760
C -1.295 -2.715 6.933 -0.2375
N -2.185 -1.888 6.264 -0.0495
C -1.954 -1.534 4.842 -0.1497
C -2.714 -2.389 3.825 -0.1593
O -2.146 -2.109 2.505 -0.2450
C -2.800 -2.772 1.467 -0.1162
H 1.106 -0.611 9.289 0.0697
H 0.213 0.773 9.083 0.0854
H 1.429 0.368 7.848 0.0945
H 0.682 -2.544 7.911 0.1223
H 0.461 -1.752 6.261 0.0950
H -1.739 -3.045 7.888 0.1277
H -1.150 -3.640 6.420 0.1062
H -2.365 -1.053 6.809 0.0843
H -0.892 -1.693 4.522 0.1141
H -2.262 -0.499 4.685 0.1097
H -3.794 -2.260 3.723 0.1176
H -2.476 -3.458 3.985 0.1056
H -2.246 -2.643 0.551 0.0595
H -3.835 -2.349 1.419 0.0908
H -2.835 -3.870 1.697 0.0973
C -4.703 -7.236 -3.726 -0.1115
O -3.441 -6.666 -4.029 -0.2043
C -3.467 -5.883 -5.202 -0.2361
C -2.135 -5.203 -5.188 -0.1703
N -1.830 -4.555 -3.867 -0.0220
C -2.905 -3.703 -3.299 -0.1634
C -2.520 -3.473 -1.800 -0.1855
O -2.505 -4.655 -0.986 -0.2166
C -3.691 -5.402 -0.759 -0.0928
H -4.552 -7.772 -2.741 0.1030
H -5.041 -7.982 -4.456 0.0881
H -5.492 -6.488 -3.561 0.0745
H -4.243 -5.133 -5.126 0.1099
H -3.592 -6.509 -6.084 0.1286
H -1.985 -4.437 -5.956 0.1159
H -1.373 -5.927 -5.506 0.1214
H -1.791 -5.296 -3.187 0.0851
H -3.916 -4.080 -3.363 0.0832
H -2.839 -2.734 -3.822 0.1289
H -3.117 -2.693 -1.299 0.0956
H -1.486 -3.034 -1.807 0.1129
H -4.297 -5.078 0.105 0.0870
H -3.386 -6.411 -0.549 0.0839
H -4.366 -5.495 -1.615 0.0522
C -7.538 -4.409 -1.864 -0.1184
O -7.964 -3.078 -1.988 -0.1630
C -7.297 -2.398 -3.028 -0.2478
C -7.560 -0.942 -2.939 -0.2086
N -6.961 -0.160 -1.837 -0.0382
C -5.449 -0.121 -1.710 -0.1587
C -5.063 -0.295 -0.251 -0.2490
O -5.945 0.388 0.580 -0.1679
C -5.630 0.286 1.964 -0.0849
H -8.294 -4.872 -1.226 0.0939
H -6.530 -4.616 -1.512 0.0637
H -7.608 -4.932 -2.818 0.0776
H -7.646 -2.687 -4.039 0.1309
H -6.212 -2.603 -2.986 0.1112
H -8.614 -0.692 -2.813 0.1213
H -7.213 -0.434 -3.823 0.1139
H -7.232 -0.542 -0.953 0.0752
H -5.052 0.746 -2.217 0.1094
H -5.013 -0.963 -2.244 0.0890
H -4.024 -0.018 -0.152 0.0945
H -5.117 -1.371 -0.095 0.1067
H -5.729 -0.716 2.344 0.0697
H -6.347 0.856 2.565 0.0908
H -4.616 0.658 2.177 0.0849
C 0.485 -4.592 3.505 -0.0622
O 0.998 -4.257 2.190 -0.1983
C 0.378 -5.075 1.222 -0.2200
C 0.825 -4.661 -0.186 -0.1903
N 2.222 -4.956 -0.510 -0.0334
C 3.176 -4.215 0.242 -0.2440
C 4.505 -4.232 -0.435 -0.1959
O 5.328 -3.451 0.430 -0.2335
C 6.701 -3.661 0.265 -0.1091
H -0.642 -4.415 3.565 0.0912
H 0.973 -3.902 4.180 0.0674
H 0.789 -5.625 3.812 0.1021
H -0.695 -4.970 1.260 0.0995
H 0.611 -6.152 1.289 0.1313
H 0.710 -3.575 -0.220 0.0971
H 0.094 -5.036 -0.884 0.1040
H 2.272 -5.968 -0.484 0.1177
H 3.334 -4.488 1.265 0.1072
H 2.770 -3.203 0.268 0.1131
H 4.505 -3.826 -1.438 0.1153
H 4.822 -5.281 -0.377 0.1289
H 6.800 -4.750 0.393 0.0925
H 7.187 -3.173 1.112 0.0892
H 7.109 -3.299 -0.677 0.0805
```

Summary:
**Electronic energy**: -5649.76491 a.u.
**Charge**: 0

***

> Which of these has the lowest electronic energy?

C66H129N5O37

***

> electronic energy of number 2 (C66H129N5O37)?

-5649.76491 a.u.